1.
ORCA calculation (ωB97M-V with the def2-TZVPD basis set) on a molecular structure, C14H18BiI2O4SY in a non-equilibrium geometry.

CARTESIAN COORDINATES (ANGSTROEM)
I 1.77 -4.04 -0.27
I 2.01 4.11 -0.18
Y 0.65 1.68 0.39
Bi 0.25 -1.72 0.28
S 1.39 0.09 -1.65
C -1.71 -2.15 -1.27
C -1.63 -2.49 2.07
C 0.80 0.00 -3.46
C 1.60 1.06 -4.22
C -0.69 0.27 -3.56
C 1.16 -1.37 -4.02
C -1.19 2.55 1.92
C -1.42 2.20 -0.75
O -2.24 -2.80 2.98
O -2.52 -2.45 -2.01
O -2.05 2.80 2.67
O -2.37 2.45 -1.36
H 1.31 1.08 -5.27
H 2.66 0.82 -4.16
H 1.44 2.06 -3.80
H -1.07 -0.12 -4.52
H -0.92 1.34 -3.54
H -1.28 -0.21 -2.78
H 0.91 -1.40 -5.09
H 0.63 -2.19 -3.53
H 2.23 -1.54 -3.93
C 0.86 1.21 5.30
C 0.16 -0.01 4.70
C 0.82 -1.27 5.29
C -1.30 0.01 5.11
C 0.29 -0.02 3.25
C 0.33 -0.03 2.01
H 0.77 1.19 6.39
H 0.42 2.13 4.92
H 1.93 1.21 5.04
H 0.72 -1.27 6.39
H 0.34 -2.17 4.90
H 1.88 -1.30 5.03
H -1.79 0.89 4.71
H -1.82 -0.86 4.72
H -1.41 0.01 6.19

## Properties
Relative energy (zero: lowest compared OMol25 entry of this formula, charge and spin) in kJ/mol: 289.5
HOMO energy (spin up / spin down) in eV: -21.42 / -21.03
Total charge: +4
LUMO (spin up / spin down) in Eh: -0.6672 / -0.6745

2.
ORCA calculation (ωB97M-V with the def2-TZVPD basis set) on a single C2H3N3O2 molecule.

CARTESIAN COORDINATES (ANGSTROEM)
N -1.83 0.09 -0.14
C -0.48 -0.13 0.18
N -0.02 -1.33 0.21
O 1.36 -1.22 0.07
C 1.72 0.09 -0.07
O 2.83 0.47 -0.29
N 0.53 0.80 0.10
H -2.10 -0.74 -0.64
H -2.46 0.17 0.65
H 0.45 1.79 -0.08

## Properties
Relative energy (zero: lowest compared OMol25 entry of this formula, charge and spin) in kJ/mol: 126.4
HOMO energy in eV: -9.81
Total charge: 0
LUMO in Eh: 0.0188
SMILES: Nc1noc(=O)[nH]1

3.
ORCA calculation (ωB97M-V with the def2-TZVPD basis set) on a single C20H30N2O5 molecule.

CARTESIAN COORDINATES (ANGSTROEM)
C 1.39 -9.36 2.16
C 0.49 -8.29 1.55
C 1.01 -6.89 1.84
C 0.12 -5.82 1.23
O 0.68 -4.56 1.56
C 0.07 -3.43 1.12
C 0.69 -2.23 1.47
C 0.15 -1.03 1.08
C -1.01 -0.98 0.30
C -1.52 0.35 -0.10
O -1.31 1.36 0.55
N -2.27 0.37 -1.24
C -2.61 1.62 -1.87
C -1.61 1.97 -2.99
C -0.20 1.67 -2.49
O 0.40 0.66 -2.80
N 0.30 2.60 -1.66
C 1.53 2.42 -0.93
C 2.61 3.43 -1.34
C 2.11 4.88 -1.29
C 1.50 5.18 0.07
O 2.13 5.40 1.07
O 0.17 5.14 0.01
C -0.56 5.33 1.23
C -1.85 4.55 1.16
C -1.63 -2.18 -0.04
C -1.10 -3.39 0.36
H 1.00 -10.35 1.95
H 2.40 -9.29 1.76
H 1.45 -9.24 3.24
H 0.43 -8.44 0.47
H -0.52 -8.39 1.96
H 2.02 -6.78 1.43
H 1.07 -6.73 2.92
H 0.07 -5.94 0.14
H -0.90 -5.90 1.64
H 1.59 -2.27 2.06
H 0.62 -0.09 1.35
H -2.21 -0.43 -1.85
H -2.58 2.38 -1.09
H -3.62 1.56 -2.28
H -1.79 1.34 -3.86
H -1.71 3.02 -3.27
H -0.28 3.37 -1.35
H 1.88 1.41 -1.14
H 1.32 2.50 0.14
H 2.94 3.22 -2.36
H 3.46 3.32 -0.67
H 2.95 5.56 -1.45
H 1.35 5.05 -2.06
H -0.75 6.41 1.34
H 0.07 5.00 2.07
H -1.65 3.48 1.06
H -2.42 4.70 2.07
H -2.45 4.88 0.32
H -2.55 -2.18 -0.60
H -1.61 -4.30 0.09

## Properties
Relative energy (zero: lowest compared OMol25 entry of this formula, charge and spin) in kJ/mol: 129.8
HOMO energy in eV: -8.64
Total charge: 0
LUMO in Eh: 0.0272
SMILES: CCCCOc1ccc(C(=O)NCCC(=O)NCCCC(=O)OCC)cc1

4.
ORCA calculation (ωB97M-V with the def2-TZVPD basis set) on a molecular structure, C3H4N2O.

CARTESIAN COORDINATES (ANGSTROEM)
O -1.75 -0.14 0.58
C -0.63 -0.06 -0.12
C 0.38 1.05 0.00
C 1.38 0.15 0.14
N 0.80 -1.13 0.07
N -0.30 -0.99 -1.04
H -1.74 0.57 1.25
H 0.31 2.09 -0.30
H 2.45 0.28 0.33
H -0.89 -1.82 -0.92

## Properties
Relative energy (zero: lowest compared OMol25 entry of this formula, charge and spin) in kJ/mol: 488.6
HOMO energy in eV: -7.85
Total charge: 0
LUMO in Eh: 0.0201

5.
ORCA calculation (ωB97M-V with the def2-TZVPD basis set) on 3 unconnected molecules or ions with the total composition C5H12NO3 in a non-equilibrium geometry.

CARTESIAN COORDINATES (ANGSTROEM)
C -1.32 1.52 -0.36
C 1.90 -1.36 0.81
C -0.60 -0.76 -1.11
C -1.53 0.05 -0.68
C 2.05 -0.08 0.06
N 1.58 0.90 0.88
O 1.87 2.23 0.47
O -1.15 -0.25 1.65
O 2.63 0.14 -1.01
H -1.51 1.58 0.65
H -2.08 1.98 -0.97
H -0.24 1.79 -0.53
H 2.88 -1.82 0.84
H 1.58 -1.07 1.74
H 1.22 -1.98 0.37
H 0.37 -0.44 -1.50
H -0.80 -1.71 -1.51
H -2.56 -0.26 -0.57
H 0.81 0.97 1.55
H -1.89 -0.87 1.83
H 1.91 2.16 -0.52

## Properties
Relative energy (zero: lowest compared OMol25 entry of this formula, charge and spin) in kJ/mol: 560.9
HOMO energy in eV: -2.76
Total charge: -1
LUMO in Eh: 0.1423

6.
ORCA calculation (ωB97M-V with the def2-TZVPD basis set) on a molecular structure, C45H51BIrN4P2S2 in a non-equilibrium geometry.

CARTESIAN COORDINATES (ANGSTROEM)
Ir -0.21 0.54 -0.17
C -1.47 -4.21 0.73
C -0.92 -2.83 1.06
C -0.73 -2.65 2.57
P -1.78 -1.32 0.36
C -3.29 -0.91 1.39
C -4.08 0.14 0.61
C -4.21 -2.05 1.82
C -2.48 -1.81 -1.26
C -3.41 -2.82 -1.40
C -3.94 -3.13 -2.64
C -3.51 -2.44 -3.77
C -2.59 -1.43 -3.65
C -2.08 -1.04 -2.39
N -1.19 -0.05 -2.22
C -0.92 0.89 -3.17
C -1.91 1.48 -3.97
C -1.58 2.44 -4.90
C -0.25 2.82 -5.07
C 0.74 2.27 -4.26
C 0.42 1.35 -3.28
P 1.53 0.58 -2.05
C 2.25 -0.87 -3.01
C 1.21 -1.98 -3.11
C 2.77 -0.49 -4.39
C 3.00 1.69 -1.64
C 3.52 2.68 -2.68
C 4.17 0.82 -1.15
H -0.78 -4.96 1.10
H -1.56 -4.35 -0.35
H -2.44 -4.40 1.18
H 0.07 -2.77 0.60
H -1.66 -2.74 3.12
H -0.30 -1.67 2.78
H -0.05 -3.41 2.95
H -2.87 -0.44 2.29
H -4.47 -0.28 -0.31
H -3.45 0.99 0.36
H -4.92 0.50 1.20
H -4.76 -2.45 0.98
H -4.93 -1.66 2.54
H -3.66 -2.85 2.31
H -3.72 -3.40 -0.55
H -4.68 -3.91 -2.73
H -3.88 -2.71 -4.74
H -2.23 -0.92 -4.54
H -2.94 1.20 -3.82
H -2.35 2.89 -5.51
H 0.01 3.55 -5.81
H 1.76 2.58 -4.42
H 3.09 -1.24 -2.40
H 0.43 -1.71 -3.82
H 0.74 -2.18 -2.15
H 1.68 -2.90 -3.46
H 1.99 -0.01 -4.98
H 3.09 -1.40 -4.91
H 3.63 0.17 -4.33
H 2.63 2.26 -0.78
H 3.79 2.20 -3.61
H 4.41 3.15 -2.28
H 2.79 3.47 -2.87
H 4.69 0.35 -1.99
H 3.82 0.03 -0.49
H 4.88 1.43 -0.60
S 3.66 -3.77 -0.56
C 5.09 -4.71 -0.62
C 5.97 -4.37 0.36
C 5.50 -3.34 1.18
C 4.25 -2.89 0.83
C 3.45 -1.86 1.43
C 2.35 -1.34 0.72
N 1.57 -0.38 1.16
C 1.80 0.14 2.38
C 2.88 -0.31 3.19
C 3.06 0.26 4.48
C 2.21 1.19 4.96
C 1.09 1.63 4.19
C 0.16 2.54 4.69
C -0.92 2.94 3.91
C -0.99 2.39 2.61
N -0.13 1.53 2.12
C 0.90 1.12 2.89
C -1.91 3.86 4.39
C -1.98 4.48 5.62
C -3.08 5.34 5.74
C -3.85 5.37 4.62
S -3.25 4.36 3.38
C 3.71 -1.32 2.68
H 5.19 -5.45 -1.39
H 6.93 -4.84 0.48
H 6.07 -2.92 1.99
H 2.11 -1.74 -0.25
H 3.90 -0.08 5.07
H 2.35 1.62 5.94
H 0.29 2.92 5.69
H -1.79 2.71 1.95
H -1.27 4.32 6.40
H -3.28 5.91 6.63
H -4.74 5.95 4.45
H 4.53 -1.67 3.28
B -3.57 3.63 -0.91
C -2.23 2.93 -0.69
N -1.25 2.33 -0.49
H -3.44 4.81 -1.01
H -4.05 3.13 -1.88
H -4.22 3.43 0.08

## Properties
Relative energy (zero: lowest compared OMol25 entry of this formula, charge and spin) in kJ/mol: 487.9
HOMO energy (spin up / spin down) in eV: -9.34 / -9.33
Total charge: +1
LUMO (spin up / spin down) in Eh: -0.1398 / -0.1393

7.
ORCA calculation (ωB97M-V with the def2-TZVPD basis set) on a molecular structure, CO3Sn in a non-equilibrium geometry.

CARTESIAN COORDINATES (ANGSTROEM)
Sn 1.41 -1.44 0.52
C -0.36 0.36 -0.12
O 0.75 0.15 -0.62
O -0.73 -0.38 0.78
O -1.08 1.32 -0.57

## Properties
Relative energy (zero: lowest compared OMol25 entry of this formula, charge and spin) in kJ/mol: 52.1
HOMO energy in eV: -8.67
Total charge: 0
LUMO in Eh: -0.0918

8.
ORCA calculation (ωB97M-V with the def2-TZVPD basis set) on a molecular structure, C19H14Cl4CoN2S.

CARTESIAN COORDINATES (ANGSTROEM)
Co 0.39 0.17 -0.71
Cl 2.69 0.20 -0.78
C 3.09 0.21 0.94
C 4.43 0.30 1.28
C 4.74 0.33 2.63
C 3.73 0.28 3.59
C 2.41 0.20 3.20
Cl 1.16 0.13 4.39
C 2.05 0.16 1.84
S 0.36 0.02 1.38
H 5.19 0.34 0.52
H 5.77 0.39 2.94
H 3.96 0.30 4.64
C -4.16 -3.02 -0.46
C -2.86 -3.13 0.00
C -1.99 -2.05 -0.11
C -2.44 -0.87 -0.67
C -3.75 -0.74 -1.13
C -4.60 -1.83 -1.02
N -1.54 0.24 -0.74
N -2.05 1.37 -0.88
C -1.10 2.39 -0.90
C -1.52 3.70 -1.04
C -0.56 4.70 -1.02
C 0.77 4.37 -0.86
C 1.18 3.04 -0.72
C 0.24 2.03 -0.76
H -4.84 -3.86 -0.38
H -2.53 -4.05 0.47
H -0.98 -2.11 0.29
H -4.08 0.19 -1.57
H -5.62 -1.74 -1.38
H -2.58 3.92 -1.15
H -0.85 5.74 -1.12
H 1.52 5.15 -0.83
H 2.24 2.83 -0.59
Cl 1.41 -5.22 -1.91
C 0.26 -3.91 -1.86
Cl 1.13 -2.32 -1.79
H -0.35 -3.98 -0.97
H -0.33 -3.89 -2.77

## Properties
Relative energy (zero: lowest compared OMol25 entry of this formula, charge and spin) in kJ/mol: 65.2
HOMO energy (spin up / spin down) in eV: -11.59 / -11.59
Total charge: +1
LUMO (spin up / spin down) in Eh: -0.1839 / -0.1838

9.
ORCA calculation (ωB97M-V with the def2-TZVPD basis set) on a molecular structure, C20H18Co2N3O6 in a non-equilibrium geometry.

CARTESIAN COORDINATES (ANGSTROEM)
O 4.72 1.20 -3.27
C 3.84 0.59 -2.84
Co 2.24 0.02 -2.21
C 1.62 1.63 -1.77
O 1.18 2.64 -1.43
C 1.35 -0.32 -3.73
O 0.75 -0.46 -4.71
C 2.52 -1.30 -1.00
C 1.21 -0.90 -1.04
C -0.03 -1.05 -0.52
C -1.13 -1.50 -1.37
C -2.44 -0.98 -1.23
C -3.47 -1.45 -2.06
C -3.22 -2.47 -2.99
C -1.93 -2.98 -3.13
C -0.89 -2.46 -2.38
Co 3.27 -2.75 -2.19
C 4.93 -2.37 -2.59
O 6.01 -2.08 -2.88
C 2.59 -3.44 -3.67
O 2.14 -3.89 -4.63
C 3.27 -4.06 -1.02
O 3.20 -4.87 -0.20
H 3.13 -1.27 -0.08
H -0.24 -0.78 0.52
H -2.64 -0.23 -0.45
H -4.48 -1.05 -1.95
H -4.04 -2.89 -3.58
H -1.72 -3.80 -3.83
H 0.13 -2.82 -2.50
C -1.74 2.51 0.94
N -1.48 2.67 2.33
C -1.70 3.89 3.06
C -1.26 3.54 4.48
N -0.86 2.16 4.38
C -0.36 1.44 5.52
C -0.97 1.65 3.10
N -0.69 0.48 2.61
H -1.56 1.46 0.69
H -2.78 2.77 0.71
H -1.09 3.15 0.34
H -1.11 4.72 2.65
H -2.75 4.19 3.04
H -0.43 4.17 4.81
H -2.08 3.67 5.20
H -0.16 0.41 5.23
H 0.57 1.89 5.90
H -1.10 1.45 6.34
H -0.33 -0.13 3.35

## Properties
HOMO energy in eV: -3.22
Total charge: -1
LUMO in Eh: 0.0830

10.
ORCA calculation (ωB97M-V with the def2-TZVPD basis set) on 2 unconnected molecules or ions with the total composition CH3OS.

CARTESIAN COORDINATES (ANGSTROEM)
S -0.63 1.26 2.08
H 0.48 0.87 1.44
O -0.02 -0.37 -2.05
C 0.03 -0.54 -0.86
H 0.96 -0.32 -0.32
H -0.83 -0.90 -0.29

## Properties
Relative energy (zero: lowest compared OMol25 entry of this formula, charge and spin) in kJ/mol: 8.0
HOMO energy in eV: -2.70
Total charge: -1
LUMO in Eh: 0.1504

11.
ORCA calculation (ωB97M-V with the def2-TZVPD basis set) on a molecular structure, C19H25F5O4P3Sn in a non-equilibrium geometry.

CARTESIAN COORDINATES (ANGSTROEM)
Sn 1.07 0.30 0.54
C -1.33 2.24 2.51
P -1.50 1.01 1.19
C -2.75 -0.14 1.86
C -2.33 1.91 -0.15
C -3.69 2.06 -0.21
C -4.28 2.78 -1.22
C -3.48 3.43 -2.19
C -2.09 3.38 -2.06
C -1.50 2.61 -1.06
P 0.31 2.58 -0.76
C 1.08 2.87 -2.38
C 0.68 4.04 0.22
H -2.22 2.90 2.61
H -0.44 2.83 2.41
H -1.20 1.72 3.47
H -3.48 0.41 2.50
H -2.15 -0.78 2.50
H -3.23 -0.75 1.09
H -4.34 1.61 0.57
H -5.38 2.87 -1.25
H -3.89 4.00 -2.99
H -1.40 3.86 -2.75
H 0.78 2.12 -3.12
H 2.16 2.73 -2.26
H 0.85 3.85 -2.71
H 0.72 4.91 -0.44
H 1.58 3.85 0.70
H -0.09 4.21 0.99
C -0.85 -4.34 -4.26
O -0.52 -4.30 -2.87
P -0.69 -2.84 -2.17
O 0.68 -2.05 -2.49
C 1.96 -2.65 -2.26
O -0.27 -3.32 -0.65
C -0.59 -4.67 -0.23
H -0.74 -5.39 -4.61
H -0.16 -3.76 -4.88
H -1.89 -3.96 -4.37
H 2.72 -1.97 -2.58
H 2.02 -3.59 -2.79
H 2.08 -2.86 -1.20
H -1.58 -4.98 -0.59
H -0.60 -4.63 0.87
H 0.16 -5.35 -0.56
F 5.02 -2.83 3.71
C 4.23 -1.79 3.46
C 4.72 -0.56 3.00
F 6.01 -0.32 2.78
C 3.80 0.44 2.68
F 4.24 1.66 2.32
C 2.43 0.31 2.78
O 1.55 1.25 2.33
C 1.99 -0.86 3.40
F 0.68 -1.02 3.62
C 2.84 -1.91 3.73
F 2.34 -3.08 4.22

## Properties
Relative energy (zero: lowest compared OMol25 entry of this formula, charge and spin) in kJ/mol: 0.0
HOMO energy in eV: -11.57
Total charge: +1
LUMO in Eh: -0.1172